# 1
A structure of composition C27H49CoFN3O3Si3Te. Source: the OMol25 dataset; level of theory: wB97M-V/def2-TZVPD.

Output
Kohn-Sham gap (spin up / spin down)   6.1 / 5.6 eV
Net charge   +1
Total energy   -4067.203277 a.u.
HOMO level (spin up / spin down)   -9.437 / -8.860 eV
<S²>   0.97
Multiplicity   2

Each line ends with the Löwdin spin population.
Element x y z (Å)
Co  -0.46562  -0.41521  -2.27356  1.303
C  1.46774  4.30239  3.40910  0.000
C  2.26820  4.24935  2.11778  0.000
N  1.97937  3.04557  1.32912  0.001
C  1.09366  3.12748  0.31794  0.001
C  0.67319  2.09311  -0.46575  0.001
C  -0.32709  2.47006  -1.55581  0.001
O  -0.62370  3.65416  -1.65100  -0.001
O  -0.78072  1.52301  -2.27743  0.011
C  1.19859  0.79074  -0.21687  0.001
O  0.92569  -0.26076  -0.83075  -0.007
C  2.16800  0.69716  0.88856  0.000
C  2.72790  -0.55250  1.17776  0.000
C  3.62931  -0.65989  2.19247  0.000
F  4.18377  -1.86116  2.48548  0.000
C  4.01317  0.44298  2.96510  0.000
C  3.46292  1.67262  2.68845  0.000
C  2.53533  1.81870  1.64254  0.000
N  4.96498  0.31890  4.03372  0.000
C  6.29985  -0.05761  3.58671  0.000
C  7.28524  0.13215  4.72095  0.000
N  6.83948  -0.70256  5.89455  0.000
C  5.43463  -0.35537  6.31713  0.000
C  4.51225  -0.52927  5.12855  0.000
H  1.70907  5.21113  3.96001  0.000
H  1.67820  3.44621  4.05071  0.000
H  0.39944  4.30820  3.19329  0.000
H  3.34155  4.29794  2.30083  0.000
H  2.02378  5.09943  1.48453  0.000
H  0.68106  4.10663  0.10484  0.000
H  2.43639  -1.40990  0.58631  0.000
H  3.76682  2.50933  3.29962  0.000
H  6.59975  0.58954  2.76334  0.000
H  6.34655  -1.09570  3.22420  0.000
H  7.30141  1.16459  5.06519  0.000
H  8.28967  -0.18588  4.44909  0.000
H  7.48342  -0.58470  6.67701  0.000
H  6.87163  -1.69040  5.62994  0.000
H  5.46038  0.67978  6.65251  0.000
H  5.16520  -1.00871  7.14447  0.000
H  3.50973  -0.22626  5.42836  0.000
H  4.46531  -1.59232  4.84790  0.000
C  -3.25332  -1.08405  -4.93650  0.004
Si  -4.28080  -2.33462  -3.99648  0.000
C  -3.70133  -4.08270  -4.32499  0.000
C  -6.07265  -2.16661  -4.51300  0.000
C  -4.21666  -2.05379  -2.11939  0.000
Te  -2.79198  -0.69202  -1.30891  -0.054
C  -3.78875  1.05466  -2.03092  -0.005
Si  -4.61889  2.03218  -0.65501  -0.002
C  -5.41727  3.54391  -1.41013  0.000
C  -3.31683  2.53962  0.58907  0.000
C  -5.91342  0.95003  0.16074  -0.001
H  -3.17120  -1.38300  -5.98436  0.000
H  -2.24106  -0.99414  -4.53712  0.003
H  -3.71177  -0.09367  -4.91402  0.000
H  -3.64823  -4.28306  -5.39739  0.000
H  -4.40604  -4.79493  -3.88873  0.000
H  -2.71590  -4.28377  -3.89958  0.000
H  -6.19331  -2.36549  -5.58019  0.000
H  -6.44645  -1.15800  -4.31998  0.000
H  -6.70909  -2.86879  -3.97006  0.000
H  -4.05317  -3.00004  -1.59934  0.000
H  -5.16791  -1.65931  -1.75412  0.000
H  -4.50158  0.70797  -2.78086  0.000
H  -3.01901  1.64692  -2.52596  0.000
H  -4.66949  4.17162  -1.89907  0.000
H  -5.91578  4.14779  -0.64861  0.000
H  -6.16462  3.26676  -2.15666  0.000
H  -2.54454  3.14617  0.10908  0.000
H  -2.83974  1.66559  1.04079  0.000
H  -3.76370  3.12867  1.39359  0.000
H  -6.67610  0.63546  -0.55592  0.000
H  -6.42079  1.48883  0.96403  0.000
H  -5.46650  0.05333  0.59756  -0.001
C  -0.13834  -3.25335  -4.41343  -0.035
Si  0.09345  -2.61869  -2.64652  -0.155
C  1.95406  -2.80866  -2.32455  -0.031
C  -0.76940  -3.82338  -1.46692  -0.018
H  0.16556  -4.30303  -4.47126  -0.006
H  0.49859  -2.68800  -5.09856  0.000
H  -1.16197  -3.18152  -4.78370  0.000
H  2.27695  -3.82855  -2.55455  -0.005
H  2.20773  -2.59758  -1.28435  0.000
H  2.53600  -2.12865  -2.95153  0.000
H  -0.41562  -4.84894  -1.60744  -0.003
H  -1.85448  -3.82682  -1.60147  0.000
H  -0.57011  -3.53738  -0.43019  0.000

=====

# 2
An isolated molecule of C4H8OS in a non-equilibrium geometry. Source: the OMol25 dataset; level of theory: wB97M-V/def2-TZVPD.

Output
Kohn-Sham gap   9.7 eV
Net charge   0
Total energy   -630.602105 a.u.
HOMO level   -8.873 eV

Each line ends with the natural charge from an NBO analysis.
Element x y z (Å)
C  0.18509  1.85423  1.06194  -0.620
C  -0.17942  0.74846  0.07682  -0.304
S  0.64906  0.71098  -1.51576  0.069
C  0.65686  -0.47838  -0.12719  -0.316
C  -0.09800  -1.78502  -0.40486  -0.074
O  -1.45144  -1.58088  -0.85002  -0.726
H  -0.27614  2.80450  0.75549  0.217
H  1.23199  1.98776  1.02613  0.210
H  -0.04100  1.73601  2.14539  0.217
H  -1.26516  0.63603  -0.02528  0.243
H  1.62937  -0.53828  0.41353  0.237
H  -0.07777  -2.46286  0.46584  0.190
H  0.48075  -2.28563  -1.19513  0.173
H  -1.44419  -1.34693  -1.82691  0.483

=====

# 3
A structure of composition C38H30CaF3N2O2P2S2 in a non-equilibrium geometry. Source: the OMol25 dataset; level of theory: wB97M-V/def2-TZVPD.

Output
Kohn-Sham gap   6.3 eV
Net charge   -1
Total energy   -4182.619593 a.u.
HOMO level   -3.958 eV

Each line ends with the Mulliken charge.
Element x y z (Å)
Ca  1.71847  -1.47665  1.22479  0.099
F  2.04433  -5.64631  4.69728  -0.221
C  1.77788  -6.22354  3.52601  0.767
F  2.96954  -6.49642  2.93807  -0.258
F  1.24565  -7.44396  3.83797  -0.307
C  0.86637  -5.47837  2.59577  -0.255
C  0.04546  -6.23658  1.78772  -0.290
C  -0.75225  -5.61845  0.83085  -1.174
C  -0.62576  -4.25118  0.68476  0.093
N  0.16371  -3.49156  1.43577  -0.105
C  0.90150  -4.05759  2.43148  0.588
S  1.80492  -3.01953  3.42272  -0.604
H  0.02462  -7.31222  1.90055  0.447
H  -1.41306  -6.19217  0.19756  0.440
H  -1.19000  -3.73291  -0.08224  0.191
O  3.40938  -2.14986  0.04013  -0.835
C  3.14840  -1.04237  -0.48559  0.433
O  1.96027  -0.71251  -0.76315  -0.262
C  4.21358  0.00548  -0.54274  0.370
C  5.19431  0.07221  -1.51594  -0.254
C  6.14555  1.08255  -1.48726  -0.629
C  6.09823  2.02696  -0.46814  -0.465
C  5.14021  1.94547  0.52691  -0.654
C  4.17570  0.92494  0.52759  0.634
S  3.03277  0.82275  1.83770  -0.587
H  5.21278  -0.67282  -2.30391  0.439
H  6.92088  1.13451  -2.24167  0.366
H  6.82347  2.83283  -0.44464  0.371
H  5.11614  2.66448  1.33574  0.393
C  -2.47295  1.86540  -0.21266  -1.209
N  -1.11718  1.48096  0.16901  0.271
P  -0.85372  -0.11989  0.76583  0.626
C  -1.78091  -1.09316  -0.49812  1.523
C  -1.01419  -1.70005  -1.49411  -0.987
C  -1.61888  -2.44402  -2.49758  -0.400
C  -2.99707  -2.59557  -2.51617  -0.803
C  -3.77116  -1.96514  -1.55126  -0.690
C  -3.16941  -1.21208  -0.55397  -0.391
C  -2.03776  -0.13065  2.16462  0.276
C  -2.64829  -1.31801  2.56690  -0.395
C  -3.51758  -1.32928  3.64605  -0.752
C  -3.76911  -0.16125  4.35173  -0.529
C  -3.12281  1.01318  3.99220  -0.542
C  -2.24991  1.02302  2.91495  -0.633
P  0.28981  2.33448  -0.38819  0.381
C  -0.42074  4.03669  -0.39148  -0.169
C  -0.57766  4.81205  -1.53812  -0.113
C  -1.01444  6.12732  -1.44722  -0.740
C  -1.29997  6.68370  -0.21026  -0.433
C  -1.13726  5.92470  0.94118  -0.655
C  -0.69384  4.61648  0.84939  -0.246
C  0.35360  2.05452  -2.20522  0.207
C  -0.60027  1.38457  -2.96012  0.183
C  -0.32937  1.02081  -4.27285  -0.618
C  0.89731  1.32158  -4.84208  -0.525
C  1.83999  2.03412  -4.11131  -0.714
C  1.56233  2.40702  -2.80856  -0.262
H  -3.13805  1.75741  0.64742  0.372
H  -2.87033  1.25277  -1.02575  0.260
H  -2.48697  2.90735  -0.52593  0.460
H  0.06233  -1.57599  -1.48229  0.122
H  -1.01069  -2.91402  -3.26039  0.479
H  -3.47466  -3.19427  -3.28198  0.403
H  -4.85000  -2.06147  -1.57112  0.393
H  -3.78633  -0.71917  0.18642  0.446
H  -2.44707  -2.23305  2.02296  0.349
H  -4.01049  -2.25048  3.93072  0.428
H  -4.45708  -0.16757  5.18777  0.361
H  -3.29859  1.92226  4.55372  0.426
H  -1.71973  1.92921  2.64559  0.471
H  -0.35236  4.38453  -2.50598  0.358
H  -1.13459  6.71608  -2.34858  0.395
H  -1.63390  7.71175  -0.14308  0.355
H  -1.34909  6.36193  1.90917  0.396
H  -0.53744  4.02899  1.74771  0.364
H  -1.56031  1.12336  -2.53418  0.202
H  -1.07789  0.48326  -4.84363  0.404
H  1.11932  1.00510  -5.85407  0.371
H  2.80880  2.26135  -4.53752  0.396
H  2.30355  2.94198  -2.22361  0.392

=====

# 4
An isolated molecule of C5H6O in a non-equilibrium geometry. Source: the OMol25 dataset; level of theory: wB97M-V/def2-TZVPD.

Output
Kohn-Sham gap   9.6 eV
Net charge   0
Total energy   -269.300981 a.u.
HOMO level   -8.504 eV

Each line ends with the natural charge from an NBO analysis.
Element x y z (Å)
C  1.90315  0.42235  0.02703  -0.676
C  0.42914  0.09747  -0.02817  0.318
C  -0.29225  -1.08720  0.06517  -0.338
C  -1.66719  -0.69697  -0.07910  -0.291
C  -1.80105  0.62511  0.13277  0.050
O  -0.46832  1.08878  0.05771  -0.441
H  2.49944  -0.54289  -0.08071  0.241
H  1.99895  1.14250  0.82948  0.241
H  2.35070  0.84486  -0.92854  0.230
H  0.14978  -2.01367  -0.08616  0.217
H  -2.51979  -1.35161  -0.00393  0.220
H  -2.58256  1.47126  0.09443  0.228